Record 1
This record from the OMol25 dataset describes a cluster of 2 separate species, C14H16 in total in a non-equilibrium geometry. The level of theory is ωB97M-V/def2-TZVPD.

Each line ends with the natural charge from an NBO analysis.
Atoms and positions in Å:
C -1.101 -2.234 -1.115  -0.63
C 0.354 -2.069 -1.612  0.03
C 1.415 -2.560 -0.791  -0.25
C 2.663 -2.253 -1.257  -0.18
C 2.862 -1.661 -2.517  -0.24
C 1.815 -1.081 -3.188  -0.19
C 0.514 -1.160 -2.654  -0.24
H -1.138 -3.339 -1.097  0.22
H -1.729 -1.701 -1.843  0.21
H -1.292 -1.858 -0.120  0.20
H 1.144 -3.300 -0.061  0.22
H 3.602 -2.435 -0.687  0.21
H 3.889 -1.589 -2.859  0.21
H 2.082 -0.651 -4.144  0.21
H -0.423 -0.710 -3.026  0.21
C 0.162 1.921 3.858  -0.66
C -0.664 1.955 2.645  0.00
C -1.259 3.104 2.073  -0.22
C -1.967 2.962 0.880  -0.19
C -2.151 1.781 0.189  -0.24
C -1.587 0.666 0.787  -0.18
C -0.923 0.732 1.992  -0.23
H 0.006 2.732 4.601  0.22
H 1.289 1.967 3.886  0.23
H 0.055 0.998 4.390  0.22
H -1.295 3.959 2.707  0.21
H -2.364 3.886 0.476  0.21
H -2.543 1.650 -0.817  0.22
H -1.518 -0.330 0.331  0.20
H -0.324 -0.123 2.261  0.20

Summary:
Lowest unoccupied orbital energy, eV: 0.874
E_tot, eV: -14775.9486
M, g mol⁻¹: 184.3
HOMO-LUMO gap, eV: 9.788
E_HOMO, Eh: -0.3276

Record 2
This record from the OMol25 dataset describes a cluster of 2 separate species, C2H2ClNO in total in a non-equilibrium geometry. The level of theory is ωB97M-V/def2-TZVPD.

Each line ends with the natural charge from an NBO analysis.
Atoms and positions in Å:
C 0.540 1.642 -0.036  0.14
C 0.328 0.295 0.316  0.26
N 0.552 2.777 -0.117  -0.18
O -0.458 -0.511 -0.402  -0.57
Cl 2.645 -0.416 -0.136  -0.47
H 0.852 0.029 1.319  0.32
H -0.617 -0.142 -1.272  0.51

Summary:
Lowest unoccupied orbital energy, eV: -2.033
E_tot, eV: -18163.8384
M, g mol⁻¹: 91.5
HOMO-LUMO gap, eV: 8.316
E_HOMO, Eh: -0.3803

Record 3
This record from the OMol25 dataset describes the molecule C22H33F3N6O2. The level of theory is ωB97M-V/def2-TZVPD.

Each line ends with the natural charge from an NBO analysis.
Atoms and positions in Å:
C 0.403 3.093 -4.000  -0.41
N 0.114 1.756 -3.530  -0.44
C 0.126 1.677 -2.080  -0.23
C -0.318 0.280 -1.645  -0.23
N 0.541 -0.714 -2.238  -0.39
C 1.491 -1.334 -1.525  0.63
N 1.505 -1.165 -0.202  -0.63
C 2.432 -1.861 0.450  0.61
N 2.530 -1.730 1.780  -0.57
C 1.617 -0.940 2.564  -0.24
C 0.223 -1.595 2.652  -0.07
O -0.623 -0.955 3.576  -0.55
C -1.574 0.006 3.109  0.30
C -0.930 1.198 2.394  -0.45
C -2.003 2.232 2.048  -0.21
C -3.049 1.600 1.132  -0.41
C -3.699 0.417 1.849  -0.21
C -4.376 0.905 3.129  -0.39
C -3.328 1.540 4.041  -0.22
C -2.676 2.724 3.328  -0.40
C -2.261 0.504 4.386  -0.41
C -2.631 -0.622 2.191  -0.45
N 3.325 -2.684 -0.125  -0.59
C 3.225 -2.752 -1.434  0.73
O 4.128 -3.562 -2.027  -0.46
C 4.096 -3.616 -3.426  -0.16
C 4.937 -2.504 -4.060  0.95
F 6.242 -2.636 -3.796  -0.32
F 4.588 -1.275 -3.674  -0.32
F 4.813 -2.534 -5.400  -0.33
N 2.342 -2.134 -2.192  -0.65
C 0.593 -0.630 -3.677  -0.22
C 1.028 0.776 -4.093  -0.23
H 0.333 3.111 -5.086  0.20
H -0.337 3.780 -3.591  0.20
H 1.406 3.441 -3.707  0.17
H -0.568 2.422 -1.684  0.21
H 1.131 1.878 -1.668  0.17
H -0.264 0.175 -0.563  0.24
H -1.341 0.101 -1.994  0.20
H 3.173 -2.361 2.229  0.41
H 1.534 0.044 2.098  0.21
H 2.023 -0.825 3.570  0.21
H -0.208 -1.637 1.649  0.18
H 0.345 -2.621 3.017  0.18
H -0.176 1.642 3.047  0.21
H -0.439 0.863 1.478  0.21
H -1.530 3.077 1.535  0.21
H -3.810 2.339 0.874  0.21
H -2.580 1.263 0.205  0.20
H -4.447 -0.042 1.193  0.21
H -4.854 0.067 3.640  0.21
H -5.149 1.636 2.884  0.20
H -3.806 1.886 4.964  0.21
H -1.937 3.191 3.982  0.21
H -3.432 3.474 3.085  0.21
H -1.505 0.934 5.045  0.21
H -2.703 -0.349 4.902  0.21
H -3.080 -1.478 2.698  0.22
H -2.169 -0.981 1.268  0.21
H 3.070 -3.515 -3.801  0.23
H 4.534 -4.573 -3.723  0.22
H 1.298 -1.373 -4.046  0.24
H -0.408 -0.833 -4.070  0.20
H 0.999 0.858 -5.182  0.21
H 2.067 0.943 -3.757  0.17

Summary:
Lowest unoccupied orbital energy, eV: 0.685
E_tot, eV: -44540.5750
M, g mol⁻¹: 470.5
HOMO-LUMO gap, eV: 9.355
E_HOMO, Eh: -0.3186

Record 4
This record from the OMol25 dataset describes the molecule C19H21BrN2O3S in a non-equilibrium geometry. The level of theory is ωB97M-V/def2-TZVPD.

Each line ends with the natural charge from an NBO analysis.
Atoms and positions in Å:
O 2.863 -2.681 0.136  -0.59
C 2.033 -1.842 0.410  0.66
N 2.320 -0.552 0.755  -0.62
C 3.557 0.088 0.811  0.25
C 3.576 1.429 1.195  -0.27
C 4.768 2.125 1.247  -0.18
C 5.960 1.505 0.913  -0.27
C 5.928 0.174 0.534  -0.04
Br 7.555 -0.693 0.063  0.06
C 4.750 -0.549 0.480  -0.31
C 0.564 -2.121 0.326  -0.07
C 0.155 -3.122 -0.555  -0.16
C -1.187 -3.401 -0.738  -0.21
C -2.145 -2.657 -0.066  -0.18
C -1.738 -1.673 0.814  -0.32
S -2.946 -0.594 1.594  2.35
O -2.345 -0.023 2.764  -0.94
O -4.177 -1.317 1.706  -0.93
N -3.146 0.614 0.489  -0.71
C -2.418 1.849 0.618  -0.23
C -1.058 1.816 -0.087  -0.39
C -1.141 1.751 -1.610  -0.40
C -1.989 0.591 -2.137  -0.41
C -3.491 0.833 -1.973  -0.42
C -4.054 0.411 -0.609  -0.21
C -0.401 -1.419 1.042  -0.22
H 1.538 0.050 0.973  0.40
H 2.651 1.924 1.454  0.21
H 4.772 3.161 1.548  0.22
H 6.894 2.042 0.946  0.23
H 4.747 -1.585 0.185  0.27
H 0.916 -3.674 -1.087  0.24
H -1.488 -4.188 -1.413  0.23
H -3.200 -2.843 -0.193  0.24
H -2.260 2.005 1.688  0.24
H -3.032 2.666 0.232  0.20
H -0.514 0.942 0.273  0.19
H -0.499 2.709 0.201  0.21
H -0.126 1.651 -2.002  0.21
H -1.548 2.689 -1.992  0.19
H -1.701 -0.337 -1.640  0.20
H -1.773 0.476 -3.202  0.22
H -4.037 0.278 -2.738  0.22
H -3.692 1.893 -2.138  0.20
H -4.291 -0.653 -0.605  0.22
H -4.991 0.955 -0.425  0.20
H -0.160 -0.702 1.814  0.24

Summary:
Lowest unoccupied orbital energy, eV: 0.007
E_tot, eV: -110044.7616
M, g mol⁻¹: 437.4
HOMO-LUMO gap, eV: 8.877
E_HOMO, Eh: -0.3260

Record 5
This record from the OMol25 dataset describes the molecule C3H7NO in a non-equilibrium geometry. The level of theory is ωB97M-V/def2-TZVPD.

Each line ends with the natural charge from an NBO analysis.
Atoms and positions in Å:
C 1.308 -0.532 0.436  -0.65
C -0.097 -0.685 -0.073  -0.55
C -1.247 0.346 -0.264  0.69
N -0.702 1.556 -0.396  -0.87
O -2.420 -0.012 -0.275  -0.61
H 1.360 -0.152 1.451  0.21
H 2.072 0.042 -0.098  0.21
H 1.862 -1.463 0.570  0.23
H -0.134 -1.208 -1.028  0.24
H -0.575 -1.588 0.460  0.23
H 0.084 1.617 0.180  0.43
H -1.512 2.077 -0.964  0.44

Summary:
Lowest unoccupied orbital energy, eV: 0.839
E_tot, eV: -6760.9814
M, g mol⁻¹: 73.1
HOMO-LUMO gap, eV: 10.664
E_HOMO, Eh: -0.3610

Record 6
This record from the OMol25 dataset describes a cluster of 2 separate species, C3H7IOS2 in total in a non-equilibrium geometry. The level of theory is ωB97M-V/def2-TZVPD.

Each line ends with the Mulliken spin population.
Atoms and positions in Å:
C -0.492 -1.376 -0.574  0.00
C -1.166 0.830 0.621  0.01
C -0.082 -0.210 0.277  0.02
O 1.163 0.508 -2.089  0.01
S 1.761 3.134 0.839  1.88
S 1.285 0.748 -0.648  0.02
I 3.120 -0.678 0.254  0.07
H 0.113 -1.515 -1.430  0.00
H -0.191 -2.243 0.029  0.00
H -1.561 -1.606 -0.744  0.00
H -1.709 1.095 -0.247  0.00
H -0.845 1.572 1.242  -0.01
H -1.776 0.331 1.307  0.00
H 0.380 -0.590 1.163  0.00

Summary:
Lowest unoccupied orbital energy (spin up / spin down), eV: -0.914 / -2.280
E_tot, eV: -35039.5505
M, g mol⁻¹: 250.1
HOMO-LUMO gap (spin up / spin down), eV: 8.158 / 7.101
Multiplicity: 3
E_HOMO (spin up / spin down), Eh: -0.3334 / -0.3448

> Among the records above, which one has the highest E_tot?

C3H7NO